Here is a structure of composition C4H9Br3N2O9S at a distorted geometry from the Open Molecules 2025 dataset. Energies are from ωB97M-V/def2-TZVPD.

ORCA input file:
```
! wB97M-V def2-TZVPD RIJCOSX def2/J DEFGRID3
* xyz -2 1
Br 5.818 2.920 2.386
Br 3.868 5.449 2.689
Br 5.124 4.694 -0.146
S -0.774 -1.663 -1.908
O 3.451 1.406 0.224
O -1.620 0.195 3.325
O 1.492 1.160 -0.668
O 2.043 3.042 0.263
O -1.696 -2.254 -0.737
O -0.345 0.208 1.565
O -0.858 -0.251 -1.856
O -1.085 -2.341 -3.140
O -2.376 0.989 1.444
N -1.426 0.483 2.115
N 2.318 1.851 -0.075
C -4.062 -2.598 -0.449
C 0.814 -2.110 -1.271
C -2.939 -1.570 -0.570
C 4.469 4.010 1.561
H 0.802 -3.178 -1.061
H -4.246 -3.071 -1.420
H 0.993 -1.401 -0.464
H -3.778 -3.383 0.254
H 1.484 -1.964 -2.116
H -3.232 -0.872 -1.356
H 3.662 3.333 1.239
H -2.896 -0.949 0.327
H -5.005 -2.136 -0.155
*
```

Results
Kohn-Sham gap, eV: 6.16
LUMO level, eV: 4.27
Energy relative to the best compared isomer or geometry (same formula, charge and spin), kcal/mol: 0.0